a.
C2H2ClFS | the ωB97M-V functional and the def2-TZVPD basis

Atoms and positions in Å:
C (-0.63, -0.01, 0.46)
C (0.73, 0.31, -0.29)
H (-0.65, -0.01, 1.47)
H (0.65, 0.76, -1.27)
F (-1.51, 1.04, -0.18)
S (2.35, -0.46, -0.02)
Cl (-0.93, -1.63, -0.17)

Properties
* HOMO-LUMO gap: 7.90 eV
* HOMO: -9.380 eV
* net charge: 0

Mulliken atomic charge list, values in e, 5 entries: 0.22, -0.40, 0.32, 0.34, -0.27

---

b.
C2H2ClFS | the ωB97M-V functional and the def2-TZVPD basis

Atoms and positions in Å:
C (0.09, -0.08, -0.67)
C (-0.12, 0.12, 0.85)
H (1.02, -0.53, -0.64)
H (-0.90, 0.70, 1.30)
F (-0.88, -0.78, -1.31)
S (0.69, -0.88, 1.91)
Cl (0.09, 1.45, -1.44)

Properties
* HOMO-LUMO gap: 8.33 eV
* HOMO: -9.581 eV
* net charge: 0

Mulliken atomic charge list, values in e, 5 entries: 0.32, -0.37, 0.24, 0.33, -0.21

---

Relative energy table, unit kJ/mol: a 115.6; b 0.0

---

a.
C15H40O5 | the ωB97M-V functional and the def2-TZVPD basis

Atoms and positions in Å:
C (1.69, -1.04, 0.56)
C (0.63, 0.03, 0.52)
C (0.80, 1.00, -0.64)
O (-0.65, -0.60, 0.41)
H (2.59, -0.70, 1.08)
H (1.94, -1.49, -0.40)
H (1.32, -1.84, 1.21)
H (0.70, 0.61, 1.46)
H (1.71, 1.57, -0.83)
H (0.01, 1.76, -0.59)
H (0.61, 0.37, -1.52)
H (-1.32, 0.07, 0.56)
C (-1.82, 4.62, -0.02)
C (-1.04, 5.75, -0.66)
C (-1.76, 6.33, -1.85)
O (-0.80, 6.85, 0.24)
H (-2.87, 4.84, 0.12)
H (-1.37, 4.33, 0.93)
H (-1.78, 3.77, -0.70)
H (-0.05, 5.39, -0.97)
H (-1.13, 7.03, -2.42)
H (-2.60, 6.96, -1.57)
H (-2.05, 5.62, -2.63)
H (0.04, 6.74, 0.67)
C (4.90, -2.23, 1.02)
C (6.32, -2.78, 0.90)
C (6.36, -4.07, 0.09)
O (7.11, -1.75, 0.28)
H (4.38, -2.10, 0.07)
H (5.00, -1.27, 1.53)
H (4.24, -2.89, 1.59)
H (6.66, -2.91, 1.93)
H (5.83, -3.98, -0.85)
H (5.96, -4.85, 0.74)
H (7.41, -4.36, -0.08)
H (8.01, -2.08, 0.32)
C (-3.86, 1.80, -1.89)
C (-4.53, 1.22, -0.65)
C (-4.22, 2.07, 0.62)
O (-5.94, 1.36, -0.80)
H (-4.37, 1.46, -2.79)
H (-2.80, 1.55, -1.87)
H (-3.92, 2.89, -1.81)
H (-4.21, 0.18, -0.54)
H (-4.36, 3.12, 0.38)
H (-3.20, 1.99, 1.02)
H (-4.86, 1.67, 1.41)
H (-6.35, 1.18, 0.05)
C (-1.01, -5.61, -0.16)
C (-1.37, -4.23, 0.32)
C (-0.84, -3.95, 1.72)
O (-0.79, -3.31, -0.61)
H (-1.34, -5.73, -1.21)
H (-1.64, -6.40, 0.27)
H (0.03, -5.94, -0.19)
H (-2.46, -4.09, 0.32)
H (0.24, -4.07, 1.75)
H (-1.38, -4.56, 2.46)
H (-1.00, -2.90, 1.99)
H (-0.82, -2.40, -0.26)

Properties
* HOMO-LUMO gap: 10.20 eV
* HOMO: -9.731 eV
* net charge: 0

Mulliken atomic charge list, values in e, 5 entries: -1.14, 0.60, -1.13, -0.39, 0.38

---

b.
C15H40O5 | the ωB97M-V functional and the def2-TZVPD basis

Atoms and positions in Å:
C (4.67, 5.71, 2.01)
C (4.68, 4.41, 1.23)
C (3.33, 3.70, 1.37)
O (4.84, 4.92, -0.07)
H (3.82, 6.30, 1.61)
H (5.56, 6.31, 1.87)
H (4.61, 5.63, 3.07)
H (5.47, 3.73, 1.51)
H (3.22, 3.20, 2.34)
H (3.26, 2.81, 0.70)
H (2.51, 4.43, 1.10)
H (5.00, 4.19, -0.70)
C (-3.64, 0.16, 4.64)
C (-4.80, 0.10, 3.64)
C (-4.82, -1.23, 2.88)
O (-5.98, 0.37, 4.38)
H (-3.99, -0.41, 5.51)
H (-3.50, 1.17, 5.01)
H (-2.76, -0.11, 4.13)
H (-4.63, 0.91, 2.90)
H (-3.85, -1.34, 2.37)
H (-5.62, -1.22, 2.16)
H (-4.83, -1.96, 3.59)
H (-6.75, 0.26, 3.83)
C (6.36, 1.87, -4.26)
C (6.82, 2.96, -3.28)
C (7.35, 4.10, -4.06)
O (5.69, 3.28, -2.50)
H (7.08, 1.71, -5.06)
H (5.37, 2.16, -4.64)
H (6.24, 0.96, -3.66)
H (7.57, 2.55, -2.66)
H (6.62, 4.41, -4.81)
H (8.22, 3.66, -4.52)
H (7.54, 4.98, -3.41)
H (4.92, 3.26, -3.06)
C (-0.07, -1.47, -0.63)
C (-1.41, -1.89, -0.09)
C (-2.34, -0.75, -0.01)
O (-1.82, -2.86, -1.06)
H (-0.06, -1.62, -1.73)
H (0.72, -2.13, -0.31)
H (0.15, -0.39, -0.55)
H (-1.26, -2.45, 0.91)
H (-3.33, -1.13, 0.32)
H (-2.48, -0.22, -1.01)
H (-2.04, -0.06, 0.81)
H (-2.47, -3.45, -0.65)
C (-4.80, -6.30, -2.18)
C (-4.76, -5.30, -0.98)
C (-5.75, -5.64, 0.17)
O (-3.45, -5.09, -0.40)
H (-5.83, -6.36, -2.62)
H (-4.62, -7.28, -1.83)
H (-3.98, -6.11, -2.88)
H (-5.06, -4.34, -1.42)
H (-6.02, -4.74, 0.72)
H (-5.34, -6.35, 0.90)
H (-6.68, -6.11, -0.18)
H (-2.88, -5.91, -0.48)

Properties
* HOMO-LUMO gap: 10.42 eV
* HOMO: -9.758 eV
* net charge: 0

Mulliken atomic charge list, values in e, 5 entries: -1.41, 0.56, -1.08, -0.48, 0.31

---

Relative energy table, unit kJ/mol: a 0.0; b 70.1

---

a.
CH3F2OP | the ωB97M-V functional and the def2-TZVPD basis

Atoms and positions in Å:
C (-0.46, 1.02, -1.05)
O (1.86, -0.41, -1.56)
F (-1.77, 0.99, -0.91)
F (0.05, 1.85, -0.16)
P (0.41, -0.42, -1.47)
H (-0.29, 0.09, 1.89)
H (0.25, -0.29, 1.45)
H (-0.27, -0.84, -2.62)

Properties
* HOMO-LUMO gap: 8.40 eV
* HOMO: -9.420 eV
* net charge: 0

Mulliken atomic charge list, values in e, 5 entries: 0.39, -0.53, -0.16, -0.13, 0.33

---

b.
CH3F2OP | the ωB97M-V functional and the def2-TZVPD basis

Atoms and positions in Å:
C (-0.04, -0.46, 0.97)
O (-0.36, 0.90, -1.64)
F (-1.11, 0.22, 1.38)
F (-0.35, -1.64, 0.40)
P (0.88, 0.91, -0.59)
H (0.62, -0.66, 1.75)
H (-1.17, 1.03, -1.14)
H (1.53, -0.29, -1.13)

Properties
* HOMO-LUMO gap: 9.90 eV
* HOMO: -9.182 eV
* net charge: 0

Mulliken atomic charge list, values in e, 5 entries: 0.03, -0.45, -0.21, -0.21, 0.17

---

Relative energy table, unit kJ/mol: a 173.2; b 0.0

---

a.
C5H10N5O2 | the ωB97M-V functional and the def2-TZVPD basis

Atoms and positions in Å:
C (0.53, 0.35, -0.04)
C (4.55, 0.55, 0.21)
C (-0.98, 0.20, 0.10)
C (0.79, -2.06, 0.20)
C (-3.18, 1.31, 0.29)
N (2.59, -0.70, -0.16)
N (3.27, 0.47, -0.25)
N (1.25, -0.72, -0.04)
N (4.45, 0.53, -1.16)
N (-1.75, 1.26, -0.08)
O (5.32, 0.43, 1.12)
O (-1.44, -0.81, 0.56)
H (0.79, -2.08, 1.27)
H (1.52, -2.83, -0.19)
H (-0.32, -2.09, -0.22)
H (-3.46, 2.01, 1.17)
H (-3.78, 1.49, -0.59)
H (-3.51, 0.23, 0.62)
H (3.26, -1.49, -0.14)
H (4.58, 1.37, -1.72)
H (1.07, 1.25, -0.04)
H (-1.65, 2.12, -0.57)

Properties
* HOMO-LUMO gap: 9.11 eV
* HOMO: -13.995 eV
* net charge: +1

Mulliken atomic charge list, values in e, 5 entries: -0.11, 0.60, 0.60, -0.73, -0.82

---

b.
C5H10N5O2 | the ωB97M-V functional and the def2-TZVPD basis

Atoms and positions in Å:
C (-3.20, -0.40, 0.26)
C (-1.84, 1.17, -0.51)
C (2.67, 1.29, 0.24)
C (2.90, -0.03, 0.13)
C (2.00, -1.03, 0.60)
N (-3.10, 0.92, -0.02)
N (-1.95, -0.88, 0.00)
N (-1.14, 0.09, -0.58)
N (0.13, -0.21, -0.83)
N (1.97, -2.28, 0.25)
O (-4.14, -1.00, 0.68)
O (-1.19, 2.28, -0.64)
H (3.24, 2.03, -0.13)
H (1.68, 1.50, 0.63)
H (3.77, -0.52, -0.28)
H (1.29, -0.82, 1.38)
H (-3.92, 1.50, 0.10)
H (-1.78, -1.83, 0.19)
H (0.55, 0.70, -0.96)
H (2.43, -2.76, -0.52)
H (-1.66, 3.14, -0.68)
H (1.30, -2.86, 0.68)

Properties
* HOMO-LUMO gap (alpha / beta): 6.51 / 6.52 eV
* HOMO (alpha / beta): -10.949 / -10.949 eV
* net charge: +1

Mulliken atomic charge list, values in e, 5 entries: 0.34, 0.50, -0.80, -0.19, 0.31

---

Relative energy table, unit kJ/mol: a 197.5; b 0.0